136
Properties=species:S:1:pos:R:3:forces:R:3 method="wB97M-V/def2-TZVPD" orbital_gap_ev=8.9362 lumo_energy_ev=-0.110
C 6.58417 -5.14810 2.40179 -0.2 0.8 -0.1
C 5.17785 -4.53918 2.29589 -0.7 -0.6 -0.2
C 4.05791 -5.59383 2.20519 0.0 0.8 0.1
C 2.69933 -4.88085 2.19262 0.4 -0.8 0.4
C 1.49666 -5.80220 2.39161 -0.7 0.9 -0.6
C 0.29371 -4.99553 2.91858 0.5 -0.2 0.3
C -0.90458 -5.86938 3.25572 -0.2 0.7 -0.2
C -2.08663 -5.06995 3.85664 -0.2 -0.9 -0.5
C -3.11921 -4.62627 2.79171 0.3 0.6 -0.2
C -3.11010 -3.10924 2.44407 -0.8 -0.2 0.4
C -4.54506 -2.53848 2.52682 0.9 0.3 -0.2
C -4.69927 -1.00752 2.39738 -0.4 -0.2 -0.5
C -3.98533 -0.36213 1.18713 0.1 -0.5 0.7
C -2.55150 0.11586 1.46392 0.0 0.8 -0.7
C -2.48498 1.64869 1.75935 -0.3 -0.7 0.4
C -2.30417 1.96492 3.27228 0.4 0.0 -0.8
Si -0.56299 2.41886 3.84014 -0.2 0.1 0.2
F -0.51198 4.03918 3.99863 0.0 0.0 -0.3
B -0.31253 1.63757 5.66766 0.8 0.0 0.5
O -0.83594 2.37871 6.73110 -0.8 -0.3 -0.9
C 0.36585 0.25624 6.01681 -0.4 -0.2 0.7
C -0.62062 -0.93763 5.91100 0.4 0.2 -0.1
C 0.78029 2.02663 2.58773 0.1 0.6 0.1
I 0.98682 -0.08376 2.32070 0.1 0.0 -0.1
C 2.13877 2.70073 2.88702 0.0 0.3 -0.8
C 2.73174 3.27647 1.58536 -0.1 -0.7 0.0
H 6.60179 -6.19534 2.10678 0.0 0.0 0.1
H 6.94663 -5.02331 3.42111 0.2 -0.3 0.0
H 7.26005 -4.59530 1.74793 0.2 -0.1 0.1
H 5.05902 -3.90275 1.41609 0.3 0.1 0.0
H 4.92420 -3.91088 3.15284 0.3 0.1 0.0
H 4.19458 -6.17676 1.29114 0.0 -0.2 0.1
H 4.11699 -6.23688 3.08746 0.0 -0.2 -0.1
H 2.71389 -4.19347 3.04207 0.0 0.3 -0.1
H 2.62574 -4.30602 1.26649 -0.2 0.1 0.1
H 1.16985 -6.19127 1.42116 0.2 -0.4 0.1
H 1.71974 -6.64194 3.05127 0.1 0.0 0.1
H 0.61344 -4.43365 3.80531 -0.1 -0.1 0.1
H 0.03676 -4.22893 2.17778 -0.1 -0.1 0.0
H -1.25577 -6.31199 2.32000 0.0 -0.3 0.1
H -0.60158 -6.68528 3.91427 0.1 0.1 0.1
H -1.73146 -4.21580 4.43374 0.0 0.0 0.0
H -2.60545 -5.74238 4.54424 0.0 0.1 0.1
H -2.94901 -5.16096 1.85473 0.0 -0.2 0.1
H -4.11526 -4.92749 3.12373 0.0 0.2 0.0
H -2.73006 -2.96285 1.43281 0.3 0.2 0.1
H -2.48563 -2.57584 3.16306 0.2 0.1 -0.1
H -4.93796 -2.87125 3.49007 -0.4 0.0 -0.1
H -5.09714 -2.99874 1.70199 -0.3 -0.1 0.2
H -5.76687 -0.83982 2.22603 -0.1 0.1 0.3
H -4.45684 -0.48947 3.32911 0.2 0.0 0.0
H -3.97971 -1.10719 0.38709 -0.1 0.1 -0.1
H -4.59605 0.47919 0.85527 0.1 0.0 -0.2
H -2.09328 -0.44174 2.27494 0.0 -0.1 0.1
H -1.94913 -0.06065 0.56860 0.1 -0.2 0.1
H -1.71700 2.12590 1.14855 0.0 0.0 0.0
H -3.44426 2.04786 1.42385 0.1 0.3 0.0
H -2.62858 1.08550 3.83358 -0.2 0.2 0.2
H -2.92890 2.82706 3.52196 0.0 -0.1 0.3
H -1.51310 1.83233 7.15356 0.4 0.1 0.7
H 1.27783 0.04326 5.45806 -0.1 0.0 -0.2
H 0.65977 0.31752 7.07215 0.1 0.1 0.0
H -0.63851 -1.28773 4.87814 -0.3 -0.1 0.0
H -0.29901 -1.76137 6.54825 0.1 -0.1 -0.1
H -1.62446 -0.66742 6.24775 -0.1 0.0 -0.2
H 0.44259 2.41217 1.62314 -0.1 -0.2 -0.1
H 2.86082 1.99562 3.29303 -0.2 0.0 0.3
H 1.98567 3.53847 3.57103 0.1 -0.2 0.3
H 2.26426 4.22158 1.30901 0.1 0.1 0.1
H 3.81564 3.36613 1.63665 0.0 0.3 0.1
H 2.52153 2.56624 0.78126 0.1 0.0 -0.1
C 2.42510 0.35354 -2.15043 -0.1 -0.1 0.2
Cl 1.40357 -1.05635 -1.86373 0.0 0.0 0.0
Cl 2.97547 0.36347 -3.84165 -0.2 -0.2 0.1
Cl 1.49265 1.81826 -1.82258 0.0 -0.1 0.0
Cl 3.81719 0.27872 -1.07034 0.0 -0.3 0.2
C -7.42738 -0.94814 -2.93404 0.0 0.0 0.0
Cl -8.49786 -1.29660 -4.29375 -0.1 0.0 0.2
Cl -5.74954 -1.20209 -3.42625 0.0 0.0 0.1
Cl -7.64412 0.73444 -2.43433 0.0 0.0 0.0
Cl -7.81248 -2.01929 -1.58290 0.0 0.0 0.0
C 5.75380 3.90886 -2.17968 0.0 0.0 0.0
Cl 4.55220 2.79891 -2.84028 0.4 0.6 -0.2
Cl 5.17074 5.57555 -2.32198 0.0 0.0 0.0
Cl 6.02511 3.52003 -0.47661 0.0 0.0 0.0
Cl 7.27046 3.75583 -3.06880 -0.1 -0.1 -0.1
C 1.42255 8.17452 -0.07543 0.0 0.2 -0.2
Cl 2.86815 7.32248 -0.63069 -0.1 -0.1 0.2
Cl 0.40230 7.10137 0.88285 0.3 -0.2 -0.2
Cl 1.88985 9.56901 0.90212 0.0 0.0 0.0
Cl 0.50859 8.71648 -1.48924 0.0 0.0 0.0
C -2.98835 7.99036 4.10799 0.0 -0.1 -0.1
Cl -4.47603 8.29903 3.20298 -0.1 0.2 0.2
Cl -1.70951 7.66481 2.93070 -0.1 0.2 0.3
Cl -2.57444 9.39873 5.09020 0.0 -0.1 -0.1
Cl -3.20560 6.58298 5.14914 0.0 0.0 0.0
C 11.10167 4.91744 -1.74702 0.0 0.0 0.0
Cl 10.97420 4.01039 -3.26061 0.0 0.0 0.0
Cl 9.56183 5.70870 -1.40718 0.1 0.1 0.1
Cl 11.49822 3.80881 -0.43026 0.0 0.0 0.0
Cl 12.37342 6.13400 -1.89723 0.0 0.0 0.0
C 0.71637 -2.39411 -5.69836 0.1 0.0 0.0
Cl -0.27691 -3.30984 -6.85151 0.3 0.4 -0.2
Cl 2.12075 -1.73261 -6.53328 -0.1 -0.5 0.0
Cl -0.25279 -1.07425 -5.03428 -0.1 0.0 0.0
Cl 1.26634 -3.44708 -4.39253 0.0 0.0 -0.1
C -2.48789 -6.55297 -4.33478 0.0 0.0 0.0
Cl -1.55124 -5.31777 -5.18645 -0.4 -0.4 0.3
Cl -3.11811 -5.87807 -2.82599 0.0 0.0 0.0
Cl -3.83438 -7.07831 -5.35131 0.0 0.0 0.0
Cl -1.44994 -7.93704 -3.97070 0.0 0.0 0.0
C -1.15032 4.04335 -4.41477 0.0 0.1 0.0
Cl -0.97229 2.29162 -4.27505 0.0 0.0 0.0
Cl -0.05784 4.84165 -3.27462 0.0 0.0 0.0
Cl -0.74648 4.52861 -6.06300 -0.1 0.1 0.4
Cl -2.81859 4.49624 -4.04941 0.0 0.0 0.0
C -5.70694 -0.52754 -7.33200 0.0 0.0 0.0
Cl -3.99239 -0.61804 -6.90821 0.0 0.0 0.0
Cl -5.87124 -0.27769 -9.07333 0.0 0.0 0.0
Cl -6.50170 -2.03860 -6.87588 0.1 0.0 -0.2
Cl -6.45202 0.82563 -6.47431 0.0 0.0 0.0
C 0.93977 1.58130 -8.54289 -0.2 0.1 0.2
Cl 1.81674 1.18883 -10.01844 0.0 0.0 0.1
Cl 0.45364 3.28026 -8.60953 0.1 -0.2 -0.4
Cl -0.49266 0.55366 -8.43071 0.0 0.0 0.0
Cl 1.93404 1.33630 -7.08445 -0.3 0.6 -0.3
C -6.78493 4.55208 1.80913 0.1 0.0 -0.1
Cl -6.51794 3.44982 3.16013 0.0 -0.1 0.0
Cl -5.31783 5.48033 1.50954 0.0 0.0 0.0
Cl -7.16902 3.62493 0.35201 -0.1 -0.1 0.0
Cl -8.11716 5.64517 2.19626 0.0 0.0 0.0
C 5.73116 -1.02738 -8.69164 0.0 -0.1 0.0
Cl 5.47461 -1.97923 -10.15854 0.0 0.0 0.0
Cl 4.23605 -0.18034 -8.27157 0.5 -0.1 -0.1
Cl 6.19010 -2.10018 -7.36447 0.0 0.0 0.0
Cl 7.01521 0.15280 -8.97003 0.0 0.0 0.0


95
Properties=species:S:1:pos:R:3:forces:R:3 method="wB97M-V/def2-TZVPD" orbital_gap_ev="6.3062 / 3.0470" lumo_energy_ev="-5.039 / -9.493" multiplicity=5 total_charge=+2
Ir 0.07472 -0.03275 0.26396 0.0 -0.5 -0.5
N 0.37583 -0.07985 2.73373 -0.5 0.1 -1.0
C -0.94989 -0.58865 3.09653 -0.2 1.1 0.2
C -1.85536 -0.98110 1.95180 -0.1 -0.3 0.2
O -2.66548 -1.84095 2.16270 -0.9 -0.7 -0.1
O -1.83455 -0.30154 0.82076 0.9 0.5 -0.2
H 1.14487 -0.65199 3.06369 -0.2 0.0 0.0
H 0.53598 0.87766 3.01229 0.1 0.1 0.0
H -1.58385 0.20413 3.54378 0.6 -0.2 0.2
H -0.88587 -1.39680 3.80079 -0.1 -0.4 0.2
C 4.82217 1.66269 -1.77744 -1.0 -0.2 1.0
N 4.01912 0.45955 -1.40420 1.5 0.3 -0.2
C 4.81907 -0.78495 -1.34282 -0.9 1.1 -0.6
C 2.67370 0.52996 -1.27666 -0.1 0.1 -0.9
N 2.05752 0.08406 -0.19781 -1.0 0.0 1.0
C 2.77171 -0.49303 0.91078 -0.1 -0.9 -1.2
C 3.83358 0.10820 1.48700 0.9 0.7 1.1
C 4.59082 -0.53047 2.50673 0.4 -0.8 -0.5
C 4.37152 -1.85944 2.79939 0.2 0.3 1.4
C 3.22182 -2.51167 2.33255 -1.5 0.8 -3.2
C 2.91191 -3.83407 2.68997 0.2 -0.2 0.7
C 1.77584 -4.48154 2.22698 0.9 0.3 0.1
C 0.98331 -3.81428 1.27724 -0.4 -0.3 0.5
C 1.24927 -2.52642 0.85202 -0.1 -1.0 -0.5
N 0.31596 -1.97339 -0.07645 -0.2 0.3 0.1
C 0.03709 -2.79271 -1.14137 -0.3 0.4 0.1
N 1.07556 -3.38242 -1.75870 0.0 -0.8 0.3
C 2.34049 -2.73044 -1.79593 0.9 -0.6 0.0
C 1.23021 -4.82373 -1.98638 -0.5 0.8 0.0
N -1.17507 -3.01251 -1.65685 0.5 0.5 1.1
C -1.27389 -3.64351 -2.95550 -0.6 0.2 -0.4
C -2.47254 -2.73340 -0.99170 1.1 0.0 0.0
C 2.40162 -1.83740 1.27089 1.1 -0.2 2.5
N 1.98773 1.00185 -2.35069 0.7 -0.5 0.9
C 0.58813 1.39502 -2.27712 0.2 -0.2 -0.6
C 2.65073 1.00201 -3.67203 0.3 -0.4 0.1
H 5.67415 1.64835 -1.07841 -0.1 0.1 -0.5
H 4.22495 2.56062 -1.50564 0.4 -0.5 -0.6
H 5.14560 1.65252 -2.82379 0.0 0.1 0.3
H 5.78772 -0.49829 -0.98721 0.7 -0.1 0.0
H 4.86220 -1.20232 -2.35765 0.3 -0.2 0.3
H 4.40361 -1.46987 -0.64201 -0.3 -0.6 0.4
H 4.16938 1.10901 1.21200 -0.5 -0.2 -0.1
H 5.43377 0.00852 2.94106 -0.3 -0.2 -0.1
H 4.95966 -2.45412 3.53093 -0.1 0.8 -0.5
H 3.65731 -4.24027 3.39482 -0.9 -0.4 -0.3
H 1.51442 -5.48475 2.57668 0.1 0.4 -0.2
H 0.07014 -4.30877 0.91702 0.4 0.3 0.2
H 2.19515 -1.67972 -1.85804 0.0 0.7 0.1
H 2.79739 -3.04925 -2.73488 0.4 0.0 0.1
H 2.97943 -3.00894 -0.92962 -0.2 0.2 -0.6
H 0.36083 -5.36278 -1.68575 -0.6 -0.3 0.2
H 2.05459 -5.17688 -1.38840 0.4 -0.1 0.1
H 1.40264 -4.94601 -3.03769 0.3 -0.5 -0.5
H -0.48830 -3.27725 -3.60974 0.0 -0.1 -0.1
H -2.24416 -3.36267 -3.35263 0.0 0.0 -0.3
H -1.26182 -4.72808 -2.89770 0.1 -0.1 0.0
H -2.37249 -2.58653 0.08944 0.1 -0.1 -0.4
H -3.04435 -3.62407 -1.21075 -0.6 0.1 0.2
H -2.89261 -1.82936 -1.43995 -0.2 -0.2 0.1
H 0.45966 2.26521 -1.63117 -0.2 -0.4 -0.2
H -0.10341 0.54769 -2.05557 0.3 0.2 0.3
H 0.35260 1.62876 -3.29893 -0.5 0.5 -0.4
H 3.47148 0.23335 -3.77429 -0.9 1.0 0.4
H 2.98090 2.00319 -3.94853 0.3 -0.1 0.1
H 1.90913 0.73864 -4.40015 -0.5 -0.2 -0.4
F 0.38465 4.03547 1.70198 -0.5 0.1 -0.1
B 0.98264 3.15983 0.89440 0.9 -0.9 0.2
F 1.32930 3.54317 -0.36492 0.0 0.5 -0.1
F 1.99378 2.45366 1.51785 -0.5 -0.1 -0.1
F -0.14803 1.98775 0.50048 0.1 0.6 0.7
Ge -3.95332 2.93113 -0.45680 1.0 -0.3 -2.1
C -5.10776 1.71946 0.39620 0.5 0.0 -2.3
C -5.77690 2.07421 1.58319 -0.6 0.6 2.4
C -6.78840 1.28441 2.07844 -0.7 -0.6 0.1
C -7.09099 0.11299 1.39502 -1.9 0.6 2.6
C -6.45387 -0.25734 0.21716 1.8 0.4 -1.7
C -5.46259 0.56930 -0.30656 0.4 -0.6 0.4
C -3.23466 4.48278 0.29127 -0.5 -0.5 0.4
C -4.09598 5.23622 1.09156 -0.6 -0.4 -0.1
C -3.70346 6.44950 1.57979 0.0 0.5 -0.2
C -2.42566 6.88837 1.21526 -0.6 1.5 0.9
C -1.56298 6.14779 0.44517 -0.1 -0.3 0.1
C -1.95477 4.88962 -0.00187 1.0 0.5 -0.2
H -3.72657 2.72293 -2.01954 -0.2 -0.2 1.2
H -5.49023 2.94971 2.19201 0.0 -0.5 -0.7
H -7.34028 1.59325 2.97603 0.3 -0.4 -0.4
H -7.87775 -0.52650 1.77292 0.0 0.0 0.1
H -6.70311 -1.16375 -0.29541 -0.3 -0.4 -0.1
H -4.91015 0.25343 -1.18902 -0.2 0.3 0.1
H -5.11332 4.87140 1.25471 0.2 0.2 0.1
H -4.42624 7.07060 2.12868 0.7 -0.2 -0.1
H -2.13667 7.89059 1.55813 0.1 -0.5 -0.2
H -0.59957 6.57008 0.23417 0.4 -0.1 -0.2
H -1.23053 4.26786 -0.54565 -0.6 0.3 0.1


no.,electronic energy (Ha),largest force on an atom (eV/Å)
1,-26039.55864,1.3
2,-4461.43004,3.6